Model i:
ORCA calculation (the ωB97M-V functional and the def2-TZVPD basis) on a 5-piece molecular cluster, H11O5 overall.

Positions of all 16 atoms, in Å:
H1 0.12675 -2.00517 3.01078
H2 -2.19353 0.13718 1.59076
H3 1.54730 -1.60057 2.86397
H4 -0.39358 0.76410 -0.08003
O1 -1.11334 1.84033 -2.83193
O2 -1.48724 0.12351 0.92941
O3 1.93571 -0.87115 -0.19383
O4 0.71858 -1.59571 2.36480
H5 -1.27598 2.78322 -2.93838
O5 0.23367 0.86302 -0.88378
H6 -1.13649 -0.78773 0.98827
H7 2.81638 -1.21861 -0.35978
H8 1.58464 -1.06512 0.70440
H9 -0.43394 1.10257 -1.62560
H10 1.01452 0.17927 -0.75583
H11 -1.94346 1.35087 -2.78323

Properties
Gap between HOMO and LUMO in eV: 12.99
HOMO level in Eh: -0.5912
Total charge: +1

Charges computed using Löwdin, reported in e: atom 1 (H): 0.073, atom 2 (H): 0.095, atom 3 (H): 0.073, atom 4 (H): 0.095, atom 5 (O): 0.011, atom 6 (O): -0.028, atom 7 (O): 0.002, atom 8 (O): -0.047, atom 9 (H): 0.099, atom 10 (O): 0.131, atom 11 (H): 0.068, atom 12 (H): 0.102, atom 13 (H): 0.049, atom 14 (H): 0.090, atom 15 (H): 0.099, atom 16 (H): 0.090


Model ii:
ORCA calculation (the ωB97M-V functional and the def2-TZVPD basis) on a 5-piece molecular cluster, H11O5 overall.

Positions of all 16 atoms, in Å:
H1 0.63235 -2.07322 -2.06344
H2 1.91365 -1.22218 2.42566
O1 -0.75945 0.03061 0.67518
H3 -0.34910 1.05140 0.67820
H4 0.67750 -2.01571 2.74636
H5 -0.90191 2.91030 0.69189
H6 -0.19397 -0.41603 1.41850
O2 -0.90077 0.42072 -1.95930
H7 1.60346 -1.65201 -1.06305
H8 0.33090 3.31544 -0.03999
H9 -0.46112 -0.26917 -0.28394
O3 0.60560 -1.76017 -1.14455
H10 -1.34350 -0.37924 -2.36421
O4 1.01224 -1.33973 2.11211
H11 -1.03560 1.17696 -2.67525
O5 -0.06670 2.59525 0.38272

Properties
Gap between HOMO and LUMO in eV: 12.11
HOMO level in Eh: -0.5583
Total charge: +1

Charges computed using Löwdin, reported in e: atom 1 (H): 0.064, atom 2 (H): 0.081, atom 3 (O): 0.105, atom 4 (H): 0.147, atom 5 (H): 0.106, atom 6 (H): 0.077, atom 7 (H): 0.112, atom 8 (O): -0.122, atom 9 (H): 0.101, atom 10 (H): 0.063, atom 11 (H): 0.113, atom 12 (O): -0.075, atom 13 (H): 0.084, atom 14 (O): -0.027, atom 15 (H): 0.140, atom 16 (O): 0.033


So which one is most stable? That would be model i, about 11.9 kcal/mol below the next structure.


Model i:
ORCA calculation (the ωB97M-V functional and the def2-TZVPD basis) on an isolated molecule of C2H6N4.

Positions of all 12 atoms, in Å:
N1 1.10609 -0.33926 -0.21726
H1 2.80000 -0.97008 0.84395
H2 -0.67250 -1.57829 0.04390
N2 -1.60893 -1.09813 0.07101
H3 2.82638 0.61008 0.03869
N3 -1.92958 0.17685 -0.08059
H4 -1.28356 2.18595 -0.08461
H5 0.98872 1.88323 0.26829
C1 0.48679 0.80591 0.08424
N4 2.53653 -0.39992 -0.06204
C2 -0.97837 1.09869 0.04830
H6 -2.43836 -1.93526 0.11663

Properties
SMILES: N/N=C\C=N\N
Gap between HOMO and LUMO in eV: 8.67
HOMO level in Eh: -0.3065

Charges computed using Löwdin, reported in e: atom 1 (N): -0.104, atom 2 (H): 0.117, atom 3 (H): 0.082, atom 4 (N): -0.056, atom 5 (H): 0.061, atom 6 (N): -0.070, atom 7 (H): 0.100, atom 8 (H): 0.127, atom 9 (C): -0.180, atom 10 (N): -0.065, atom 11 (C): -0.196, atom 12 (H): 0.184


Model ii:
ORCA calculation (the ωB97M-V functional and the def2-TZVPD basis) on C2H6N4 as an isolated structure.

Positions of all 12 atoms, in Å:
H1 0.41110 -1.10327 0.47544
C1 2.53765 0.10766 -0.05886
H2 3.50887 0.72503 0.19848
H3 -1.74352 -1.38334 -0.65715
N1 1.40782 0.67991 0.11981
H4 2.65911 -0.92846 -0.33822
N2 -1.91350 -0.66926 -0.03092
H5 -2.37386 1.51416 -0.20941
N3 -1.37314 1.63558 -0.09933
C2 -0.98425 0.44572 -0.05114
N4 0.27589 -0.08020 -0.43517
H6 -2.41216 -0.94353 1.08648

Properties
Gap between HOMO and LUMO in eV: 9.92
HOMO level in Eh: -0.3526

Charges computed using Löwdin, reported in e: atom 1 (H): 0.251, atom 2 (C): -0.093, atom 3 (H): 0.104, atom 4 (H): 0.007, atom 5 (N): -0.075, atom 6 (H): 0.052, atom 7 (N): 0.003, atom 8 (H): 0.046, atom 9 (N): 0.133, atom 10 (C): -0.626, atom 11 (N): -0.017, atom 12 (H): 0.216


So which one is most stable? That would be model i, about 19.0 kcal/mol below the next structure.


Model i:
ORCA calculation (the ωB97M-V functional and the def2-TZVPD basis) on a 2-piece molecular cluster, C4H4S4 overall.

Positions of all 12 atoms, in Å:
H1 -0.22812 0.34397 1.46736
S1 3.10955 -1.27022 -1.35407
C1 3.85996 -0.68685 -0.13102
C2 0.34753 0.31006 0.54009
H2 1.19090 -0.37173 0.71293
C3 0.88696 1.56311 0.18742
S2 4.59146 -0.09654 1.10304
H3 -1.52766 0.17499 -0.58661
S3 1.25932 2.61617 -0.88686
S4 -0.72958 -2.04025 -0.20394
H4 -0.07431 -0.19488 -1.55246
C4 -0.56086 -0.32230 -0.58509

Properties
Gap between HOMO and LUMO (alpha / beta) in eV: 8.81 / 5.22
HOMO level (alpha / beta) in Eh: -0.3340 / -0.2673

Charges computed using Löwdin, reported in e: atom 1 (H): 0.118, atom 2 (S): 0.745, atom 3 (C): -1.424, atom 4 (C): -0.389, atom 5 (H): 0.073, atom 6 (C): -0.649, atom 7 (S): 0.734, atom 8 (H): 0.065, atom 9 (S): 0.765, atom 10 (S): 0.599, atom 11 (H): 0.046, atom 12 (C): -0.682


Model ii:
ORCA calculation (the ωB97M-V functional and the def2-TZVPD basis) on an isolated molecule of C4H4S4.

Positions of all 12 atoms, in Å:
S1 -2.98273 -3.65458 0.16436
H1 -0.01475 -0.32686 1.87865
C1 -0.50175 0.42379 -0.05635
H2 0.14226 1.27799 -0.03139
H3 -0.59150 0.12721 -1.15565
H4 1.19138 -0.64194 0.36457
C2 -2.58832 -2.13466 0.33236
C3 -0.44619 -1.99089 0.63072
S2 -3.39195 -0.77566 0.87834
C4 0.20735 -0.65272 0.82050
S3 0.18854 -3.42502 0.52786
S4 -2.11110 0.99230 0.60626

Properties
Gap between HOMO and LUMO in eV: 7.20
HOMO level in Eh: -0.2966

Charges computed using Löwdin, reported in e: atom 1 (S): 0.633, atom 2 (H): 0.133, atom 3 (C): -0.560, atom 4 (H): 0.055, atom 5 (H): 0.107, atom 6 (H): 0.103, atom 7 (C): -1.247, atom 8 (C): -0.731, atom 9 (S): 0.564, atom 10 (C): -0.318, atom 11 (S): 0.740, atom 12 (S): 0.521


So which one is most stable? That would be model ii, about 2.6 kcal/mol below the next structure.


Model i:
ORCA calculation (the ωB97M-V functional and the def2-TZVPD basis) on an isolated molecule of C5H6N4.

Positions of all 15 atoms, in Å:
C1 1.30460 -0.71179 0.59419
H1 2.34048 1.79943 -0.96140
H2 -3.20430 -0.55494 -1.28846
C2 -1.04898 1.01255 0.68011
C3 -2.51768 -0.78751 -0.52330
N1 2.56302 -1.14661 0.33905
H3 -1.43450 1.60493 1.44081
N2 1.10881 0.57690 0.08698
N3 0.21153 1.48473 0.23921
H4 0.54087 -1.17763 1.05357
C4 -1.80520 0.13516 0.08998
C5 3.07916 -0.17020 -0.33785
N4 2.23679 0.86450 -0.51062
H5 3.97844 -0.13689 -0.87512
H6 -2.30624 -1.84102 -0.31874

Properties
Gap between HOMO and LUMO in eV: 7.99
HOMO level in Eh: -0.2642

Charges computed using Löwdin, reported in e: atom 1 (C): -0.069, atom 2 (H): 0.198, atom 3 (H): 0.034, atom 4 (C): -0.194, atom 5 (C): 0.004, atom 6 (N): 0.093, atom 7 (H): 0.077, atom 8 (N): -0.188, atom 9 (N): 0.004, atom 10 (H): 0.077, atom 11 (C): -0.100, atom 12 (C): -0.204, atom 13 (N): 0.108, atom 14 (H): 0.104, atom 15 (H): 0.057


Model ii:
ORCA calculation (the ωB97M-V functional and the def2-TZVPD basis) on an isolated molecule of C5H6N4.

Positions of all 15 atoms, in Å:
N1 -0.70374 1.64933 0.50579
C1 0.61676 0.09476 1.34895
C2 -0.04184 -0.63504 -0.67334
C3 0.44454 1.21006 2.31257
H1 1.15661 -2.31642 -0.48558
H2 -0.91303 2.26880 -0.21344
C4 -0.11433 0.42753 0.25158
C5 -0.58912 -0.74132 -2.08970
N2 0.75290 -1.50857 0.02686
H3 0.99659 1.11934 3.27273
N3 -0.29228 2.10053 1.75146
N4 1.09811 -1.12574 1.26584
H4 -1.71756 -0.66092 -2.02733
H5 -0.51466 -1.79668 -2.36018
H6 -0.17896 -0.08566 -2.88621

Properties
SMILES: Cc1[nH]nc2cn[nH]c12
Gap between HOMO and LUMO in eV: 8.94
HOMO level in Eh: -0.3010

Charges computed using Löwdin, reported in e: atom 1 (N): 0.036, atom 2 (C): -0.276, atom 3 (C): -0.200, atom 4 (C): -0.078, atom 5 (H): 0.174, atom 6 (H): 0.116, atom 7 (C): -0.204, atom 8 (C): -0.033, atom 9 (N): -0.008, atom 10 (H): 0.121, atom 11 (N): 0.033, atom 12 (N): 0.078, atom 13 (H): 0.095, atom 14 (H): 0.062, atom 15 (H): 0.083


So which one is most stable? That would be model ii, about 66.7 kcal/mol below the next structure.